Entry 1:
Computed, not measured: C16H19F2N3O2S in the gas phase, with wB97M-V/def2-TZVPD.

Output
- Lowest unoccupied orbital energy: 0.4665 eV
- Structure (SMILES): O=C([C@@H]1CCCO1)N1CCN(C(=S)Nc2cc(F)cc(F)c2)CC1
- DFT total energy: -41736.35931 eV

Geometry as XYZ:
```
43
Properties=species:S:1:pos:R:3:forces:R:3
O -3.27661 1.57844 1.32877 -0.31 0.17 0.00
C -2.11713 1.22731 1.43068 0.26 0.10 0.25
C -1.14271 1.90310 2.41523 -0.28 -0.05 0.24
C -1.81721 3.07488 3.14873 -0.04 -0.03 -0.10
C -0.88118 4.25643 2.88912 0.20 -0.17 -0.12
C -0.20217 3.82941 1.59116 -0.08 0.47 0.01
O -0.01653 2.43237 1.71821 0.11 -0.24 0.00
N -1.61557 0.20466 0.70353 -0.09 -0.33 -0.16
C -0.24266 -0.23287 0.63923 0.39 0.11 -0.06
C 0.33181 0.09444 -0.74433 0.33 0.02 0.47
N -0.49560 -0.47683 -1.79074 0.22 -0.23 -0.17
C -0.00653 -0.95486 -2.95464 -0.23 0.09 -0.27
S -0.85957 -0.95640 -4.36819 -0.13 -0.01 -0.47
N 1.28926 -1.43596 -2.98372 0.26 0.37 -0.15
C 1.89557 -2.29946 -2.08501 0.27 -0.48 0.61
C 1.18274 -2.92461 -1.06207 -0.07 -0.04 -0.02
C 1.84929 -3.76419 -0.19255 0.20 0.13 -0.19
F 1.14540 -4.34516 0.79596 0.08 0.03 -0.08
C 3.20191 -4.03177 -0.29696 -0.01 -0.03 0.02
C 3.87685 -3.42095 -1.34020 -0.31 0.02 0.02
F 5.18967 -3.66344 -1.48892 -0.09 0.01 0.02
C 3.25846 -2.56585 -2.22945 0.04 0.01 -0.01
C -1.87752 -0.04858 -1.70645 -0.53 -0.20 0.17
C -2.43233 -0.40322 -0.32734 -0.23 0.20 -0.22
H -0.77132 1.14142 3.11185 -0.03 0.08 -0.10
H -2.79898 3.24378 2.70382 0.08 -0.04 0.10
H -1.94531 2.86684 4.20802 -0.03 -0.01 0.02
H -0.13942 4.34163 3.68402 0.03 0.07 -0.02
H -1.40914 5.20115 2.79065 -0.02 0.06 0.03
H -0.84742 4.04898 0.72841 0.07 0.01 0.04
H 0.78018 4.27512 1.43225 -0.08 0.01 -0.03
H -0.21407 -1.31391 0.81546 0.06 0.07 -0.01
H 0.36217 0.26823 1.38990 -0.02 -0.11 -0.04
H 0.33820 1.18737 -0.85562 0.03 -0.08 -0.01
H 1.35479 -0.26833 -0.82030 -0.09 0.06 0.00
H 1.67501 -1.45134 -3.91958 -0.23 -0.02 0.14
H 0.11933 -2.78662 -0.96371 -0.09 0.00 0.05
H 3.70287 -4.69157 0.39008 0.06 -0.07 0.09
H 3.82983 -2.11391 -3.02420 0.10 0.08 -0.07
H -1.94479 1.03524 -1.86126 0.01 -0.05 -0.05
H -2.44901 -0.54714 -2.49022 0.08 0.12 0.13
H -2.43094 -1.48920 -0.18818 -0.01 0.02 -0.04
H -3.44961 -0.02462 -0.22143 0.13 -0.11 -0.04
```
Forces are in eV/Å.



Entry 2:
Computed, not measured: 2 unconnected molecules or ions with the total composition C11H15ClF3N2O2PS, with wB97M-V/def2-TZVPD.

Output
- Lowest unoccupied orbital energy: 0.0139 eV
- Structure (SMILES): N#C[C@H]([PH2]=S)[C@@](Cl)(C#N)CCC(F)(F)F.CCOC(C)=O
- DFT total energy: -59523.92076 eV

Geometry as XYZ:
```
36
Properties=species:S:1:pos:R:3:forces:R:3
N -1.64647 -3.36776 -1.51411 0.09 -0.67 0.06
C -2.12438 -2.41219 -1.91867 0.18 0.35 0.18
C -2.62827 -1.10729 -2.28808 -0.58 0.35 -0.51
P -2.75711 -1.07638 -4.15055 0.97 -0.94 -0.89
S -1.22146 -1.86207 -5.04417 -0.19 0.34 0.16
C -1.84232 0.06126 -1.61784 0.34 0.14 0.14
Cl -1.37950 1.34091 -2.79486 0.03 0.01 -0.17
C -2.73829 0.71577 -0.67420 -0.02 -0.31 -0.03
N -3.45717 1.12898 0.11160 -0.38 0.35 0.38
C -0.59496 -0.36636 -0.84124 0.33 -0.06 -0.06
C 0.56708 -0.85425 -1.70614 -0.10 0.06 0.41
C 1.65883 0.16585 -1.97796 0.12 -0.10 -0.54
F 1.40357 1.38946 -1.47204 0.15 -0.10 -0.07
F 1.86206 0.31201 -3.31026 0.04 0.12 0.50
F 2.83777 -0.23034 -1.44473 -0.17 0.15 -0.09
H -3.64897 -1.05909 -1.91961 -0.29 0.05 0.02
H -3.09684 0.21775 -4.55938 -0.29 0.00 0.37
H -3.91102 -1.84629 -4.38389 -0.20 0.29 0.32
H -0.31677 0.47281 -0.21922 0.22 0.23 0.07
H -0.83954 -1.15762 -0.14556 -0.37 -0.17 0.13
H 1.03939 -1.67425 -1.18211 0.15 -0.18 0.12
H 0.21675 -1.26422 -2.64533 0.00 0.05 -0.34
C 1.07421 2.54928 3.39280 0.04 -0.05 -0.14
C 0.86268 1.27624 4.18498 0.06 0.22 0.04
O 0.51392 0.17537 3.34140 -0.20 -0.12 0.10
C 1.42470 -0.59833 2.72396 0.20 0.13 -0.18
C 2.87154 -0.16453 2.68779 0.10 -0.12 0.36
O 1.04856 -1.58585 2.15438 -0.12 -0.05 -0.13
H 1.90972 2.45794 2.69847 0.05 0.01 0.05
H 1.27545 3.38530 4.06264 -0.01 0.00 0.02
H 0.18480 2.77898 2.80613 -0.04 0.01 0.05
H 1.72277 1.02663 4.80740 0.03 -0.01 -0.05
H 0.01411 1.39449 4.85611 -0.05 -0.08 -0.04
H 3.04156 0.40714 1.77599 -0.01 0.02 -0.02
H 3.49118 -1.05683 2.66115 -0.05 -0.04 -0.16
H 3.18242 0.42747 3.54514 -0.04 0.11 -0.08
```
Forces are in eV/Å.



Entry 3:
Computed, not measured: a molecular structure, C54H129N7O3, with wB97M-V/def2-TZVPD.

Output
- Lowest unoccupied orbital energy: 0.5877 eV
- DFT total energy: -74560.02756 eV

Geometry as XYZ:
```
193
Properties=species:S:1:pos:R:3:forces:R:3
C -0.77721 0.03173 1.12969 -1.72 -3.85 -8.72
C -1.34877 -0.20059 -0.26852 7.95 7.91 -0.88
C -0.72390 0.93295 -1.04676 3.00 -3.08 0.05
O 0.31162 1.47503 -0.24204 -1.16 -3.31 2.52
C 0.61308 0.55491 0.82968 -7.59 -2.11 -1.35
H -0.95212 -0.91074 1.64859 -1.36 2.58 -1.19
H -1.37619 0.76521 1.66944 4.46 -4.13 -12.68
H -2.42597 -0.03960 -0.22578 3.44 8.20 -2.92
H -1.18687 -1.20571 -0.65791 1.07 2.05 1.22
H -1.38256 1.61452 -1.58504 1.31 -1.01 2.53
H -0.15659 0.40732 -1.81486 1.15 0.72 1.55
H 1.00492 0.98885 1.74961 -1.72 -4.85 -2.75
H 1.35778 -0.18709 0.54166 -16.06 6.34 2.66
C 2.13458 3.56049 1.99204 -0.80 3.09 -0.04
C 1.33023 2.48152 2.65950 0.81 3.68 1.47
C 2.06550 2.29680 3.96969 -0.52 0.42 0.62
O 3.37145 2.71521 3.68159 1.51 -0.67 1.20
C 3.27196 3.90514 2.96537 0.05 0.02 -1.34
H 1.49433 4.41105 1.75809 -0.02 0.46 0.20
H 2.44280 3.21840 1.00407 0.54 1.71 1.13
H 1.40123 1.69200 1.91136 1.96 4.63 3.52
H 0.27947 2.73946 2.79179 2.16 0.57 -0.08
H 2.10406 1.25209 4.27821 -0.50 2.35 0.74
H 1.64007 2.89073 4.77861 -0.08 0.45 0.06
H 4.19025 4.12027 2.41899 0.29 -0.37 0.07
H 3.15756 4.76238 3.62881 -0.70 0.11 0.10
C 2.76210 2.16169 -1.30305 -0.14 2.92 1.16
C 3.20379 2.38717 -2.68551 0.82 0.23 0.01
C 1.92422 2.77046 -3.29634 0.40 3.50 -2.65
O 1.07781 3.27552 -2.28929 -0.58 -1.73 -1.36
C 1.59752 3.08777 -1.00372 4.96 2.69 -0.32
H 3.54039 2.22192 -0.54230 -0.29 0.77 -2.60
H 2.34369 1.16445 -1.16696 -0.10 12.55 -0.64
H 3.60135 1.46398 -3.10716 0.46 0.78 -0.16
H 3.91904 3.20964 -2.67971 0.26 -0.15 -0.36
H 1.53160 1.97944 -3.93527 0.85 2.88 0.10
H 1.98875 3.63008 -3.96342 0.58 0.22 -0.35
H 0.97224 2.66695 -0.21629 1.07 2.21 -1.37
H 1.97306 4.05370 -0.66601 0.30 0.71 -0.18
C 2.70355 -0.05052 3.02133 -0.90 -3.10 2.28
C 2.02954 -1.19020 2.25790 -0.52 -1.13 1.93
N 0.53360 -1.22684 2.22376 4.01 -3.56 4.44
C -0.08023 -1.33429 3.53459 -0.01 0.20 1.96
C -1.60566 -1.01114 3.57499 -0.59 -3.21 1.81
C 0.03343 -2.33121 1.42633 0.40 -1.31 1.72
C 0.40966 -3.73368 1.91051 -2.38 8.82 12.53
H 3.78525 -0.15237 3.10870 0.16 -0.73 -0.18
H 2.38745 0.15473 4.04409 0.18 -2.40 -0.55
H 2.67107 0.84717 2.40392 -5.76 -4.13 5.57
H 2.36543 -1.04044 1.23181 0.01 -2.22 3.40
H 2.39085 -2.13726 2.65867 0.28 -0.19 0.08
H 0.13386 -2.13987 4.23697 0.11 -0.90 -0.63
H 0.28647 -0.49614 4.12717 0.92 -0.17 0.32
H -2.33624 -1.70488 3.15895 2.85 -0.62 1.94
H -1.83291 -0.80181 4.62028 -0.07 -0.44 0.24
H -1.72638 -0.03589 3.10339 -2.87 -2.79 1.18
H 0.14099 -2.18229 0.35193 0.46 1.80 3.25
H -1.05543 -2.37677 1.44670 -0.17 -0.03 0.41
H -0.10045 -3.94224 2.85092 -0.68 0.78 1.45
H 1.46325 -3.90002 2.13498 -0.33 0.53 2.23
H 0.07486 -4.49823 1.20947 -1.89 6.26 12.23
C -3.72731 4.66624 4.40839 0.06 0.13 -0.68
C -2.48807 3.87267 4.74955 -0.04 -0.84 -0.50
N -1.94458 3.10899 3.58977 -1.26 1.34 0.86
C -1.08275 2.02722 3.98958 0.91 -1.06 -0.03
C -0.81193 1.08341 2.81904 1.31 7.48 6.25
C -1.55219 4.00138 2.46952 -0.35 -1.16 -1.26
C -2.41134 3.74294 1.17368 -1.37 0.90 2.23
H -4.07787 5.26304 5.25043 -0.07 -0.19 0.07
H -4.48926 3.97372 4.05070 -0.21 0.11 0.16
H -3.53277 5.35816 3.58894 -0.04 0.12 -0.01
H -1.74553 4.52044 5.21554 0.36 0.12 0.09
H -2.80913 3.13248 5.48244 0.32 -0.10 0.18
H -0.08711 2.30032 4.33918 -0.52 0.45 0.93
H -1.50077 1.37680 4.75789 -0.65 0.56 0.34
H -0.56262 0.08118 3.16758 1.57 4.27 -1.15
H -1.70683 0.97102 2.20699 -5.74 5.48 10.89
H -0.00981 1.42799 2.16639 -3.78 0.72 1.78
H -0.52509 3.79174 2.17084 -0.22 0.60 0.03
H -1.60725 5.04780 2.76965 0.04 -0.02 0.04
H -2.57143 2.67391 1.03354 0.64 -0.01 -0.44
H -2.15793 4.30738 0.27630 -0.01 -0.87 1.66
H -3.43177 4.07936 1.35705 -0.35 0.08 0.60
C 0.66542 -4.63447 0.38911 6.42 -4.55 -16.01
C 0.52025 -3.63992 -0.78687 -3.30 -2.04 -4.21
N -0.11089 -4.08163 -2.04346 0.43 -2.71 0.34
C -0.18562 -2.97849 -2.95862 -1.78 -1.36 1.81
C -1.39998 -2.20169 -2.57308 -1.00 0.06 -1.70
C 0.53361 -5.25521 -2.66351 0.47 -0.91 0.76
C 1.97817 -5.11616 -3.20883 -0.98 0.71 -0.56
H -0.29010 -4.93997 0.81543 -4.34 -7.83 -7.90
H 1.41202 -4.16324 1.02836 1.54 -2.52 -4.49
H 1.14674 -5.54490 0.03199 0.43 -1.30 -1.37
H 0.03168 -2.70238 -0.52152 -0.79 -2.20 -2.39
H 1.52028 -3.25898 -0.99404 -5.00 -0.69 -2.80
H 0.67913 -2.31497 -2.95254 -0.70 -0.96 1.07
H -0.36855 -3.36648 -3.96067 -0.22 -0.80 0.72
H -1.42101 -1.69558 -1.60793 0.77 -1.33 -2.60
H -1.50995 -1.42336 -3.32821 -0.67 -1.14 0.81
H -2.30401 -2.80914 -2.61582 0.12 -0.38 -0.04
H -0.11862 -5.71248 -3.40755 -0.12 0.60 -0.48
H 0.59277 -6.09025 -1.96544 -0.19 0.22 0.62
H 1.91281 -4.40593 -4.03308 0.46 -0.13 0.11
H 2.37137 -6.02369 -3.66697 -0.09 -0.22 0.38
H 2.66211 -4.73249 -2.45179 0.15 -0.09 -0.03
C 3.00052 1.38782 1.00569 1.99 -1.05 -2.42
C 2.80575 0.12310 0.16229 7.28 1.55 7.65
N 3.90693 -0.84415 0.40925 1.66 0.11 -0.17
C 3.71837 -2.03760 -0.37541 2.75 -2.55 1.43
C 2.52426 -2.90072 0.09526 5.25 2.10 0.95
C 5.18348 -0.22378 0.12187 1.82 0.12 1.31
C 6.49025 -1.09198 0.07993 -1.36 0.04 -0.01
H 3.78543 2.02090 0.59188 0.20 -0.71 1.56
H 3.24891 1.16597 2.04357 5.44 4.52 -4.89
H 2.06692 1.93276 0.86593 2.28 -1.08 -0.81
H 1.90005 -0.42929 0.41267 14.33 -4.77 -4.83
H 2.61556 0.44899 -0.86031 3.46 -0.56 11.74
H 3.60344 -1.66672 -1.39391 2.24 -3.52 -0.06
H 4.64226 -2.61282 -0.31490 -0.11 -0.36 0.33
H 2.33626 -3.62988 -0.69282 4.39 -1.12 2.06
H 2.73702 -3.27752 1.09569 0.62 0.22 -0.38
H 1.59481 -2.33156 0.11228 1.82 0.22 0.68
H 5.36053 0.44064 0.96762 -0.04 0.49 -0.21
H 5.11977 0.36747 -0.79163 0.72 0.32 -0.09
H 6.47321 -1.70381 -0.82200 0.45 -0.05 0.06
H 6.55484 -1.73400 0.95842 -0.23 -0.17 -0.02
H 7.38167 -0.46701 0.13365 -0.18 0.18 -0.38
C -0.71236 0.29298 -3.63327 1.29 1.24 -2.03
C 0.78557 0.41149 -3.88436 -1.42 -3.60 1.42
N 1.43895 -0.91369 -3.59628 -1.44 0.77 -1.15
C 1.23493 -1.94210 -4.63253 1.33 0.83 -1.87
C 1.89888 -1.60178 -5.93690 1.27 1.02 -1.33
C 2.74969 -0.79980 -3.09650 1.48 1.51 -0.68
C 2.82781 -0.27494 -1.65049 -1.46 -8.30 -10.75
H -0.96180 0.06301 -2.59742 0.50 -1.52 -2.56
H -1.23522 -0.35777 -4.33416 0.06 0.83 -0.47
H -1.11704 1.30470 -3.60592 1.12 -0.43 -1.65
H 0.96944 0.85170 -4.86441 0.15 -0.56 -0.61
H 1.13310 1.20044 -3.21736 -0.88 -2.92 0.99
H 1.75910 -2.86267 -4.37582 -0.14 0.53 0.56
H 0.20864 -2.30241 -4.70323 0.63 1.62 -1.00
H 1.56170 -2.07657 -6.85830 -0.33 -0.42 0.30
H 1.98503 -0.55254 -6.21934 -0.72 0.40 0.26
H 2.96561 -1.81246 -5.86074 0.18 -0.47 0.03
H 3.21012 0.05346 -3.59456 0.82 -0.77 -1.00
H 3.37622 -1.68688 -3.18951 -0.18 -0.23 -0.49
H 2.68861 -1.13313 -0.99304 -3.23 1.97 -2.49
H 2.05114 0.46109 -1.44281 -5.63 -5.19 -8.58
H 3.81275 0.14281 -1.44200 -0.16 -0.24 -1.93
C -3.09935 -1.22766 -0.48081 -8.65 -8.85 1.20
C -4.42079 -1.67316 0.13225 -1.37 0.96 -1.77
N -4.41844 -2.43942 1.36259 0.35 -0.22 -0.81
C -3.60146 -3.64797 1.20800 -0.58 -1.00 0.65
C -4.10444 -4.65172 0.16209 -0.35 1.31 0.28
C -4.00178 -1.58522 2.47061 -1.62 -2.32 0.41
C -4.10844 -2.41225 3.86028 0.26 1.16 -1.01
H -2.39263 -0.69716 0.15731 -5.00 -7.15 4.89
H -3.27182 -0.65050 -1.38925 -0.05 -0.08 0.18
H -2.53911 -2.12906 -0.72917 -1.07 -0.04 0.12
H -5.00327 -0.75541 0.21324 -0.11 0.40 1.12
H -5.07845 -2.07458 -0.63875 -0.05 -1.25 -0.10
H -2.52039 -3.56763 1.09426 0.42 0.86 -0.50
H -3.60757 -4.23870 2.12403 -0.53 0.36 0.42
H -3.84706 -4.34398 -0.85139 0.52 -0.46 -0.04
H -3.71407 -5.60267 0.52460 -0.16 -0.24 -0.85
H -5.19362 -4.60962 0.16043 -0.10 -0.44 0.32
H -4.66265 -0.72036 2.52859 -0.07 0.00 -0.04
H -2.97121 -1.27210 2.30333 -1.99 0.59 -1.17
H -3.38999 -3.22688 3.95136 0.28 0.23 -0.19
H -5.06517 -2.89292 4.06452 -0.29 0.54 -0.35
H -3.85283 -1.66246 4.60901 -0.33 -0.36 0.38
C -0.86376 3.92317 -1.07945 0.62 1.89 -0.64
C -1.57761 3.26645 -2.26166 0.54 0.62 0.56
N -2.68727 2.42424 -1.80007 -2.87 2.26 -1.26
C -3.87715 3.24796 -1.40559 0.69 -1.53 1.07
C -4.86227 2.37069 -0.49539 -0.05 1.80 -1.42
C -2.99369 1.42563 -2.84014 -1.35 0.76 -0.75
C -3.12058 1.92855 -4.35821 -0.29 0.17 0.92
H -0.59293 3.19160 -0.31816 -1.24 0.73 -0.02
H -1.30964 4.84718 -0.71135 -0.27 -0.32 -0.28
H 0.11947 4.33101 -1.31404 -1.27 0.38 -0.57
H -1.84496 3.94743 -3.06967 -0.18 0.32 0.04
H -0.81330 2.59414 -2.65146 -0.32 0.73 -0.36
H -3.54043 4.09735 -0.81124 0.12 -0.46 0.16
H -4.27658 3.80806 -2.25107 -0.88 -0.68 -0.46
H -4.42902 1.93993 0.40729 0.37 0.14 -0.30
H -5.59562 3.11621 -0.18798 -0.31 -0.18 0.34
H -5.42488 1.60447 -1.02875 0.23 -0.03 -0.18
H -3.90240 0.89324 -2.55922 -0.15 0.19 -0.08
H -2.15866 0.72856 -2.77014 -2.41 0.27 0.09
H -3.87384 2.69828 -4.52615 -0.28 0.06 0.49
H -3.41235 1.12993 -5.04025 0.20 -0.30 0.23
H -2.21120 2.38773 -4.74586 0.14 -0.24 0.11
```
Forces are in eV/Å.